129
Properties=species:S:1:pos:R:3 method="wB97M-V/def2-TZVPD" total_energy_ha=-3601.78970 lumo_energy_ev=-1.732 homo_energy_ev=-7.63 mol_weight_g_mol=947.472 orbital_gap_ha=0.2168
H -2.3163 0.9762 3.0926
N -2.1189 1.6659 3.8494
C -0.8041 1.7096 3.9874
C 0.1620 0.7951 3.0743
C 1.6844 1.0533 3.4991
C 2.6513 -0.2322 3.7388
C 2.4966 -0.8636 5.2076
C 3.4284 -2.1200 5.4894
C 4.7149 -2.3835 4.9021
C 2.4911 -1.2525 2.5196
O 1.7573 -2.4712 2.8906
N 0.6058 -2.4837 2.1715
O -0.3044 -2.8283 2.8635
O 3.9416 0.4658 3.8707
C 3.9485 1.8521 3.5153
O 4.8996 2.6031 3.7580
C 2.5576 2.1566 2.7276
C 2.9008 1.9629 1.1744
C 4.3981 1.5065 0.8542
C 4.5524 1.3431 -0.7609
C 4.1077 -0.0936 -1.3102
C 2.5331 -0.2697 -1.5649
C 1.7988 1.0313 -2.1267
C 0.2753 0.8228 -2.5746
C -0.6097 -0.0459 -1.5522
C -1.9412 0.7423 -1.0425
C -3.2876 -0.0615 -1.3767
C -3.4873 -1.2583 -0.3087
C -3.1822 -2.7219 -0.9634
C -1.9643 -3.3461 -0.0937
C -1.3935 -4.7206 -0.7417
C 0.2194 -4.8260 -0.6477
C 0.7972 -3.6852 -1.6367
C 2.0580 3.5797 3.2668
C 1.2916 4.4858 2.1964
C 0.5302 5.6428 3.0505
Cl -0.0186 3.6221 1.2498
H -0.4039 2.4020 4.8127
H -0.1338 -0.2846 3.3109
H -0.0238 0.9425 1.9579
H 1.5607 1.4038 4.5934
H 2.7739 -0.0480 5.9724
H 1.3877 -1.1117 5.4120
H 3.0293 -2.8875 6.2493
H 4.7809 -2.8079 3.8486
H 5.7045 -2.1406 5.4346
H 3.5354 -1.4879 2.0974
H 1.9096 -0.8020 1.6380
H 2.1854 1.1459 0.7850
H 2.6876 2.8807 0.5279
H 5.1918 2.2909 1.1343
H 4.6596 0.4669 1.2729
H 4.1003 2.2259 -1.3281
H 5.6900 1.4162 -0.9415
H 4.6830 -0.3223 -2.2746
H 4.4602 -0.8650 -0.5363
H 2.4271 -1.0814 -2.3773
H 2.0729 -0.7144 -0.6237
H 1.8572 1.8710 -1.3411
H 2.3831 1.4304 -3.0343
H -0.2026 1.8699 -2.6115
H 0.2198 0.4298 -3.6501
H -0.9547 -0.9788 -2.1076
H -0.0609 -0.3685 -0.6091
H -1.8435 0.8649 0.0966
H -2.0211 1.7942 -1.4787
H -3.2277 -0.4847 -2.4405
H -4.1851 0.6382 -1.3155
H -4.6074 -1.2683 -0.0452
H -2.8873 -1.1079 0.6474
H -2.7928 -2.6179 -2.0340
H -4.0905 -3.4147 -0.8831
H -2.3479 -3.5570 0.9572
H -1.1493 -2.5459 -0.0957
H -1.7223 -4.8208 -1.8382
H -1.8007 -5.5788 -0.1150
H 0.5992 -4.6826 0.4240
H 0.5354 -5.8772 -0.9706
H 0.8929 -2.7064 -1.0523
H 1.8298 -3.9566 -2.0559
H 0.0265 -3.5406 -2.4719
H 1.3604 3.5003 4.1788
H 2.9479 4.2111 3.6403
H 2.0043 5.0674 1.5043
H -0.1118 6.2450 2.3332
H -0.2043 5.0774 3.7357
H 1.2431 6.2552 3.6875
O 3.8652 -0.7276 -5.3981
C 5.0477 -0.8735 -5.6550
C 6.0856 0.0046 -5.1073
C 7.3689 -0.1777 -5.4258
O 8.3423 0.6266 -4.9239
C 7.7928 -1.2711 -6.3465
O 8.9712 -1.3961 -6.6292
C 6.7578 -2.1648 -6.8756
C 5.4748 -1.9840 -6.5539
O 4.5036 -2.8049 -7.0338
H 5.7646 0.7954 -4.4424
H 9.1775 0.2912 -5.3038
H 7.0805 -2.9649 -7.5283
H 3.6681 -2.4653 -6.6588
O -5.8213 7.9775 2.4279
C -5.6060 6.8826 2.9197
C -4.2976 6.2280 2.8397
C -4.1062 5.0198 3.3774
O -2.8967 4.4041 3.3116
C -5.2111 4.2956 4.0717
O -5.0085 3.1885 4.5346
C -6.5138 4.9623 4.1720
C -6.7018 6.1704 3.6373
O -7.9028 6.8028 3.7239
H -3.5067 6.7633 2.3318
H -3.0121 3.5418 3.7706
H -7.3015 4.4347 4.6930
H -7.7813 7.6542 3.2609
O -8.6642 -6.1137 -4.3023
C -7.8741 -5.2085 -4.1010
C -6.7242 -4.9589 -4.9756
C -5.8721 -3.9664 -4.7104
O -4.8027 -3.7202 -5.5127
C -6.0529 -3.0829 -3.5235
O -5.2442 -2.1986 -3.3033
C -7.2156 -3.3170 -2.6622
C -8.0699 -4.3074 -2.9290
O -9.1540 -4.5363 -2.1422
H -6.6031 -5.6083 -5.8321
H -4.3450 -2.9582 -5.1079
H -7.3449 -2.6577 -1.8142
H -9.6085 -5.3023 -2.5432